(1)
Density functional theory data (ωB97M-V with the def2-TZVPD basis set) for 2 unconnected molecules or ions with the total composition CH7N2S.

The net charge is -1. The strongest force on any atom is 0.55 eV/A. The total energy comes out at -14966.9093 eV. For the molar mass, the calculation gives 79.148 g mol⁻¹. Its energy above the lowest of the compared OMol25 structures with the same formula, charge and spin is 6.4 kcal/mol.

Last column: Mulliken charge in e.
Cartesian coordinates (Å):
S: -2.9341 -0.8821 -1.2135  -0.859
H: -2.1084 -1.7360 -1.8570  -0.067
N: 1.2061 -0.6876 -0.1745  -0.678
C: 1.0438 0.5131 0.6404  -0.252
N: -0.3581 0.8311 0.9161  -0.565
H: 0.8701 -0.4820 -1.1117  0.278
H: 0.5643 -1.4073 0.1485  0.278
H: 1.5400 1.3287 0.1004  0.277
H: 1.6156 0.3342 1.5566  0.228
H: -0.8982 0.3668 0.1839  0.157
H: -0.5412 1.8212 0.8108  0.202

(2)
Density functional theory data (ωB97M-V with the def2-TZVPD basis set) for a single C18H18ClFN4O2S molecule.

The net charge is 0. The strongest force on any atom is 17.12 eV/A. Its structure (SMILES) is CCOc1cc(CNn2cn[nH]c2=S)cc(Cl)c1OCc1ccccc1F. The total energy comes out at -55072.7461 eV. For the molar mass, the calculation gives 408.886 g mol⁻¹. Its energy above the lowest of the compared OMol25 structures with the same formula, charge and spin is 342.3 kcal/mol.

Last column: Mulliken charge in e.
Cartesian coordinates (Å):
C: 0.0712 3.3998 -1.6025  -1.791
C: -0.7173 2.1667 -1.5446  -0.003
O: 0.0007 0.8841 -1.4868  -0.409
C: -0.6254 -0.2444 -1.0154  0.863
C: -2.0225 -0.5440 -0.9541  -0.378
C: -2.4648 -1.6618 -0.9789  0.382
C: -4.0089 -1.9080 -0.6124  -1.938
N: -4.3479 -1.5881 0.7123  -0.672
N: -4.0867 -0.1336 0.9442  0.407
C: -4.8166 0.8447 0.4996  -0.335
N: -4.2163 1.9822 1.1241  -0.742
N: -3.1957 1.3919 1.7894  0.291
C: -3.0620 0.1034 1.7705  0.270
S: -1.8535 -0.5819 2.5039  -0.446
C: -1.6286 -2.6956 -0.6612  -0.810
C: -0.1786 -2.5163 -0.5225  -0.394
Cl: 0.8782 -3.9383 -0.1505  -0.207
C: 0.2578 -0.9997 -0.7091  0.635
O: 1.5610 -0.9939 -0.7398  -0.389
C: 2.2619 -0.0637 -0.2939  0.010
C: 3.6430 -0.0642 0.3864  0.657
C: 4.1171 -1.4471 0.4001  -0.628
C: 5.3353 -1.6532 1.1509  -0.737
C: 6.2356 -0.6986 1.4058  -0.704
C: 5.6790 0.6969 1.2663  -0.398
C: 4.5445 1.0262 0.6238  0.261
F: 3.9339 2.2254 0.6407  -0.282
H: 0.5352 3.4805 -0.7684  0.523
H: -0.6407 4.1448 -1.8003  0.482
H: 0.5719 3.3415 -2.6164  0.302
H: -1.3917 2.3907 -0.7135  0.210
H: -1.4152 2.0005 -2.4771  0.290
H: -2.7560 0.4498 -1.1412  0.126
H: -4.3344 -2.7790 -0.8060  0.866
H: -4.3977 -1.3014 -1.2522  0.658
H: -3.8967 -2.0971 1.3245  0.277
H: -5.6620 0.8721 0.2777  0.767
H: -2.5677 2.1742 2.1471  0.270
H: -1.9075 -3.5506 -0.3909  0.793
H: 1.6244 0.7235 0.3784  0.122
H: 2.3818 0.8747 -1.0052  0.084
H: 3.4443 -2.2242 0.4448  0.336
H: 5.7762 -2.5097 1.2138  0.515
H: 7.0776 -0.5910 1.8967  0.525
H: 6.2637 1.6116 1.3418  0.342

(3)
Density functional theory data (ωB97M-V with the def2-TZVPD basis set) for 2 unconnected molecules or ions with the total composition C20H19F2.

The net charge is +1. The strongest force on any atom is 2.48 eV/A. The total energy comes out at -26474.3444 eV. For the molar mass, the calculation gives 297.368 g mol⁻¹. Its energy above the lowest of the compared OMol25 structures with the same formula, charge and spin is 8.7 kcal/mol.

Last column: Mulliken charge in e.
Cartesian coordinates (Å):
C: 5.2249 1.4772 1.1075  -1.418
C: 3.8554 0.8972 1.0282  0.753
C: 2.7687 1.7446 0.8370  -0.136
F: 3.0261 3.0863 0.6760  -0.337
C: 1.4719 1.2930 0.6956  -0.623
C: 1.2256 -0.1101 0.7074  0.779
C: -0.0492 -0.6851 0.3816  -0.706
C: -1.2846 -0.1132 0.8244  0.865
C: -1.4985 1.2341 1.2555  -0.738
C: -2.7938 1.7128 1.3083  0.211
F: -2.9943 3.0615 1.4678  -0.326
C: -3.9165 0.9156 1.1067  0.754
C: -5.2650 1.5407 1.0635  -1.439
C: -3.7037 -0.4520 0.9152  -0.602
C: -2.4241 -0.9592 0.8180  -0.843
C: 2.3153 -0.9638 1.0140  -0.736
C: 3.5981 -0.4709 1.1369  -0.588
H: 5.9456 0.6555 1.1680  0.374
H: 5.4757 2.0903 0.2327  0.325
H: 5.3261 2.1045 2.0019  0.327
H: 0.6982 2.0105 0.4853  0.760
H: -0.0604 -1.7923 0.3806  0.530
H: -0.6985 1.9079 1.5113  0.787
H: -6.0057 0.7379 1.0127  0.373
H: -5.4490 2.1533 1.9532  0.343
H: -5.4016 2.1766 0.1786  0.314
H: -4.5833 -1.1000 0.7901  0.325
H: -2.2822 -2.0278 0.6733  0.471
H: 2.1231 -2.0263 1.1584  0.426
H: 4.4540 -1.1521 1.2808  0.319
C: 1.1727 -1.3619 -2.5296  -0.425
C: 0.6425 -2.6056 -3.2243  -0.455
C: -0.7269 -2.6488 -3.1223  -0.543
C: -1.1926 -1.5290 -2.3343  -0.300
C: -0.1038 -0.8074 -1.8590  -0.384
H: 1.9910 -1.5755 -1.8250  0.222
H: 1.5996 -0.6460 -3.2603  0.346
H: 1.2900 -3.2724 -3.7881  0.439
H: -1.3993 -3.3922 -3.5585  0.438
H: -2.2533 -1.3278 -2.1690  0.499
H: -0.1182 0.2201 -1.4999  0.620

(4)
Density functional theory data (ωB97M-V with the def2-TZVPD basis set) for a molecular structure, C19H60GaIN2O8PS8.

The net charge is -1. The strongest force on any atom is 1.54 eV/A. The total energy comes out at -196477.4565 eV. For the molar mass, the calculation gives 928.832 g mol⁻¹. Its energy above the lowest of the compared OMol25 structures with the same formula, charge and spin is 15.1 kcal/mol.

Last column: Mulliken charge in e.
Cartesian coordinates (Å):
N: 1.3194 2.2314 -2.8542  -0.793
P: 0.6857 1.3537 -1.6432  0.291
Ga: 2.1331 1.3378 0.2334  0.305
N: 3.9239 0.7396 -0.2548  -0.589
C: 1.4996 0.1354 1.7747  -1.159
C: 2.5519 0.0096 2.8778  -0.362
C: 2.6909 1.1593 3.9081  -0.889
I: 1.2467 2.7481 3.8444  -0.042
H: 2.2238 2.5610 -2.5290  0.183
H: 0.3659 0.0597 -2.1333  -0.072
H: -0.5642 1.9216 -1.2753  -0.148
H: 2.2611 2.8860 0.6639  -0.244
H: 4.2372 1.3441 -1.0115  0.154
H: 4.4958 1.0391 0.5325  0.154
H: 0.5120 0.3536 2.1692  0.566
H: 1.4300 -0.8527 1.3185  0.431
H: 3.5120 -0.1362 2.3896  0.380
H: 2.3537 -0.8990 3.4380  0.169
H: 3.6877 1.5735 3.8493  0.392
H: 2.5829 0.7430 4.8987  0.329
C: 0.9942 -3.8160 6.7260  -0.878
S: 0.5143 -2.0898 6.5755  0.406
O: 1.1531 -1.5605 5.3434  -0.465
C: 1.5056 -1.5085 7.9580  -0.866
H: 0.5104 -4.3640 5.9205  0.316
H: 2.0774 -3.9033 6.6340  0.321
H: 0.6501 -4.1933 7.6888  0.253
H: 2.5537 -1.7547 7.7844  0.313
H: 1.1421 -1.9739 8.8745  0.260
H: 1.3851 -0.4289 8.0183  0.321
C: -1.4385 -5.5905 10.5972  -0.941
S: -1.9412 -3.8683 10.4719  0.411
O: -1.3411 -3.3348 9.2223  -0.496
C: -0.9221 -3.2791 11.8312  -0.942
H: -1.9309 -6.1378 9.7966  0.317
H: -0.3569 -5.6641 10.4842  0.285
H: -1.7522 -5.9902 11.5616  0.382
H: 0.1234 -3.5144 11.6320  0.284
H: -1.2508 -3.7463 12.7595  0.386
H: -1.0512 -2.2012 11.8983  0.315
C: 8.1405 3.7079 -0.1907  -0.975
S: 7.7578 3.1735 -1.8649  0.460
O: 6.2888 2.9857 -1.9291  -0.543
C: 8.4827 1.5335 -1.7179  -0.699
H: 7.7260 4.7046 -0.0570  0.344
H: 7.6827 3.0209 0.5207  0.281
H: 9.2226 3.7371 -0.0590  0.358
H: 8.0114 1.0048 -0.8895  0.287
H: 9.5575 1.6275 -1.5567  0.372
H: 8.2953 0.9924 -2.6451  0.103
C: 0.0827 -0.9406 -5.1830  -0.736
S: -1.1459 0.3638 -5.2549  0.500
O: -2.0106 0.2062 -4.0504  -0.482
C: -2.0671 -0.3223 -6.6414  -0.774
H: 0.7395 -0.7209 -4.3429  0.226
H: -0.4136 -1.9009 -5.0377  0.085
H: 0.6578 -0.9423 -6.1085  0.409
H: -2.4176 -1.3269 -6.3962  0.078
H: -1.4229 -0.3511 -7.5203  0.372
H: -2.9178 0.3281 -6.8354  0.327
C: 6.3709 1.4075 -5.0303  -0.652
S: 6.3428 -0.3824 -5.0996  0.524
O: 7.4537 -0.8542 -4.2274  -0.640
C: 6.9409 -0.5091 -6.7936  -0.931
H: 6.0629 1.7144 -4.0299  -0.002
H: 7.3877 1.7516 -5.2276  0.313
H: 5.6790 1.8210 -5.7637  0.435
H: 7.9070 -0.0110 -6.8779  0.285
H: 6.2145 -0.0538 -7.4668  0.337
H: 7.0487 -1.5653 -7.0315  0.324
C: -4.2221 2.1079 -2.8992  -0.822
S: -5.4086 2.1907 -1.5609  0.488
O: -6.7704 2.0812 -2.1678  -0.624
C: -5.1420 3.9280 -1.1818  -0.955
H: -4.2416 1.1036 -3.3126  0.262
H: -4.4931 2.8327 -3.6678  0.374
H: -3.2228 2.3099 -2.5145  0.286
H: -5.3427 4.5293 -2.0689  0.302
H: -4.1138 4.0675 -0.8496  0.404
H: -5.8239 4.2074 -0.3809  0.284
C: -3.0530 -6.1955 -4.4601  -0.936
S: -3.5767 -4.5120 -4.8167  0.490
O: -2.9434 -4.1229 -6.1069  -0.616
C: -2.6240 -3.7404 -3.5050  -0.742
H: -3.5082 -6.8505 -5.1998  0.324
H: -1.9671 -6.2607 -4.5263  0.299
H: -3.3938 -6.4742 -3.4631  0.348
H: -1.5675 -3.9784 -3.6297  0.278
H: -2.9827 -4.1000 -2.5407  0.413
H: -2.7640 -2.6608 -3.5647  0.123
C: -11.7265 4.0701 -1.5930  -0.908
S: -10.4378 4.3917 -0.3794  0.494
O: -10.6358 5.7874 0.0990  -0.633
C: -9.0860 4.4155 -1.5570  -0.688
H: -12.6804 4.0555 -1.0701  0.320
H: -11.7270 4.8626 -2.3411  0.287
H: -11.5476 3.1015 -2.0595  0.337
H: -9.2708 5.1845 -2.3078  0.355
H: -8.9859 3.4362 -2.0243  0.350
H: -8.1718 4.6432 -1.0165  0.080

(5)
Density functional theory data (ωB97M-V with the def2-TZVPD basis set) for 2 unconnected molecules or ions with the total composition C5H11OP.

The net charge is 0. The strongest force on any atom is 3.62 eV/A. Its structure (SMILES) is C=C1OC1(C)C.P. The total energy comes out at -16695.9083 eV. For the molar mass, the calculation gives 118.116 g mol⁻¹. Its energy above the lowest of the compared OMol25 structures with the same formula, charge and spin is 86.6 kcal/mol.

Last column: Mulliken charge in e.
Cartesian coordinates (Å):
C: -0.3357 2.3556 0.5336  -0.952
C: -1.1539 1.3233 0.5273  -0.079
O: -2.2646 0.8060 1.1779  -0.501
C: -1.4204 -0.0860 0.3207  1.484
C: -0.3105 -1.0139 0.8910  -1.182
C: -2.0845 -0.6660 -0.9437  -1.297
H: -0.7252 3.3320 0.8312  0.264
H: 0.4701 2.4202 -0.1600  0.271
H: 0.5634 -0.9928 0.1661  -0.006
H: -0.7233 -2.0195 0.8944  0.358
H: -0.0343 -0.6484 1.8335  0.495
H: -1.3203 -1.2131 -1.3971  0.372
H: -2.4546 0.1539 -1.4245  0.440
H: -3.0023 -1.2866 -0.7521  0.267
P: 3.2060 -0.5292 -0.4163  -0.116
H: 4.2543 -0.2728 0.4293  0.060
H: 3.4075 -1.7124 -1.0395  0.057
H: 3.9281 0.0498 -1.4718  0.064

(6)
Density functional theory data (ωB97M-V with the def2-TZVPD basis set) for a molecular structure, C31H21Cl5F3N4O7PtS2.

The net charge is +1. The strongest force on any atom is 0.77 eV/A. The total energy comes out at -148452.2874 eV. For the molar mass, the calculation gives 1055.001 g mol⁻¹. Its energy above the lowest of the compared OMol25 structures with the same formula, charge and spin is 44.7 kcal/mol.

Last column: Mulliken charge in e.
Cartesian coordinates (Å):
Pt: -0.1789 -0.1801 -0.2941  1.794
O: -1.4371 1.4145 2.4504  -0.616
S: -0.0554 1.0266 2.7395  1.181
O: 0.4059 1.2742 4.0632  -0.678
O: 0.3404 -0.2379 2.1844  -0.538
C: 0.7135 2.3787 1.5917  1.050
C: -0.9348 4.0022 0.6261  -2.235
C: -1.2883 4.7710 -0.6170  -0.907
C: 1.3977 4.6439 -0.4660  -1.193
C: 2.0664 3.4945 -0.3472  -0.885
C: 1.5422 2.1852 0.2005  0.305
S: 2.7482 0.8159 0.1269  1.970
O: 3.1880 0.5808 1.4602  -0.695
O: 3.7014 1.1675 -0.8835  -0.738
O: 1.8410 -0.2875 -0.4212  -0.634
H: -1.4438 4.2785 1.5412  0.663
H: -2.0056 5.5558 -0.4262  0.736
H: 1.9012 5.4836 -0.9297  0.576
H: 3.0771 3.4503 -0.7350  0.586
Cl: 0.6953 1.0647 -2.9650  0.066
C: -0.0499 2.1696 -1.9361  0.038
C: 0.1498 1.9220 -0.4979  -1.337
C: -0.3106 2.7144 0.5932  0.769
Cl: 1.2430 3.6810 2.6160  -0.033
C: 0.0548 5.0194 0.0933  1.297
Cl: 0.1082 6.5363 0.9565  -0.127
C: -1.3409 4.3026 -1.9961  0.244
Cl: -2.1944 5.3929 -2.9611  -0.078
C: -0.7550 3.1992 -2.6095  0.024
Cl: -0.9171 3.0966 -4.3207  -0.129
C: 4.8716 -4.3385 -4.4420  -1.359
C: 4.3107 -4.9231 -3.1759  0.716
C: 3.7639 -6.2011 -3.1486  -0.788
C: 3.2358 -6.7334 -1.9822  -0.545
C: 3.2585 -5.9958 -0.8050  0.365
N: 2.7079 -6.6020 0.3574  -0.072
C: 2.3125 -6.0232 1.5394  0.228
O: 2.4453 -6.5620 2.6110  -0.628
N: 1.7176 -4.7529 1.4723  -0.076
C: 0.8555 -4.2308 0.5182  -0.217
C: 0.2049 -4.9698 -0.4677  -0.173
C: -0.6242 -4.3149 -1.3602  -1.224
C: -0.8029 -2.9515 -1.2662  -0.148
N: -0.1883 -2.2434 -0.3070  -0.177
C: 0.6217 -2.8581 0.5603  -0.030
C: 3.8327 -4.7280 -0.8047  -0.137
C: 4.3378 -4.2045 -1.9829  -0.824
H: 4.8829 -5.0765 -5.2425  0.352
H: 5.8940 -3.9895 -4.2939  0.349
H: 4.2791 -3.4873 -4.7818  0.277
H: 3.7450 -6.7970 -4.0525  0.322
H: 2.8059 -7.7277 -1.9881  0.417
H: 2.9121 -7.5837 0.4751  0.267
H: 1.7450 -4.2852 2.3665  0.247
H: 0.3407 -6.0379 -0.5306  0.559
H: -1.1348 -4.8653 -2.1369  0.439
H: -1.4351 -2.4032 -1.9488  0.532
H: 1.1018 -2.2269 1.2969  0.558
H: 3.9127 -4.1556 0.1074  0.531
H: 4.7843 -3.2172 -1.9605  0.422
F: -6.7660 0.6765 1.3077  -0.236
C: -6.4452 -0.0188 0.2117  0.642
F: -7.0473 0.5551 -0.8344  -0.277
F: -6.9374 -1.2538 0.3499  -0.236
C: -4.9429 -0.0611 0.0348  0.414
C: -4.3369 0.4455 -1.1030  -0.845
C: -2.9622 0.3846 -1.1982  -0.224
N: -2.1964 -0.1415 -0.2311  0.043
C: -2.7897 -0.6422 0.8647  0.018
C: -4.1608 -0.6221 1.0281  -1.086
H: -4.9160 0.8750 -1.9069  0.551
H: -2.4464 0.7403 -2.0800  0.599
H: -2.1280 -1.0450 1.6180  0.492
H: -4.5944 -1.0257 1.9320  0.485

(7)
Density functional theory data (ωB97M-V with the def2-TZVPD basis set) for 2 unconnected molecules or ions with the total composition C5H12Si.

The net charge is 0. The strongest force on any atom is 3.12 eV/A. The total energy comes out at -13254.0496 eV. For the molar mass, the calculation gives 100.237 g mol⁻¹. Its energy above the lowest of the compared OMol25 structures with the same formula, charge and spin is 61.8 kcal/mol.

Last column: Mulliken charge in e.
Cartesian coordinates (Å):
C: -1.9011 -0.5478 1.1819  -0.860
C: -2.1444 0.2256 0.1139  0.243
C: -2.2498 -0.3337 -1.2102  -0.878
C: 1.5563 0.7947 0.3232  -1.060
C: 3.2493 -1.4839 -0.3558  -1.246
Si: 1.3358 -0.9783 -0.3601  0.238
H: -1.6257 -0.0911 2.1180  0.279
H: -2.0602 -1.6266 1.1494  0.252
H: -1.9968 1.3445 0.1466  0.277
H: -1.2770 -0.4945 -1.7132  0.105
H: -2.7826 0.2510 -1.9584  0.316
H: -2.6740 -1.3345 -0.9365  0.250
H: 2.5819 1.0426 0.0013  0.366
H: 0.8609 1.6245 -0.0328  0.295
H: 1.6808 0.7976 1.3897  0.346
H: 3.8620 -0.6688 -0.5177  0.382
H: 3.5654 -1.9498 0.5112  0.390
H: 3.3590 -2.1528 -1.1716  0.305

(8)
Density functional theory data (ωB97M-V with the def2-TZVPD basis set) for 2 unconnected molecules or ions with the total composition C3H8N2O.

The net charge is 0. The strongest force on any atom is 1.73 eV/A. Its structure (SMILES) is C=CN.NC=O. The total energy comes out at -8267.8105 eV. For the molar mass, the calculation gives 88.110 g mol⁻¹. Its energy above the lowest of the compared OMol25 structures with the same formula, charge and spin is 34.9 kcal/mol.

Last column: Mulliken charge in e.
Cartesian coordinates (Å):
C: -1.1153 1.6687 -1.4050  -0.761
C: -0.6988 2.2907 -0.3147  0.122
N: 0.4655 1.9700 0.4245  -0.535
H: -0.6872 0.7837 -1.8543  0.207
H: -1.9847 2.0731 -1.9063  0.222
H: -1.2867 3.0157 0.2378  0.298
H: 0.8688 1.0892 0.0968  0.201
H: 0.3278 2.0075 1.4309  0.244
N: 1.3750 -2.6321 0.5155  -0.369
C: 0.0510 -2.2576 0.5922  0.126
O: -0.6266 -2.1923 -0.3952  -0.528
H: 1.9427 -2.7669 1.3313  0.207
H: 1.6464 -3.0244 -0.3642  0.227
H: -0.2781 -2.0254 1.6107  0.339

- Number 5 is which compound?
  C5H11OP

- What is the net charge in the eighth record?
  0

- Look up the total energy of the sixth one.
  -148452.2874 eV

- Which value of total energy does entry 4 give?
  -196477.4565 eV